Below is C44H103IN2O3P as an isolated structure, with properties calculated with ωB97M-V/def2-TZVPD.

Each line ends with the Löwdin charge.
Positions of all 154 atoms, in Å:
N1 1.41 -0.36 4.91  0.02
C1 2.36 -0.08 3.84  -0.27
C2 3.71 0.55 4.24  -0.17
C3 3.74 1.58 5.38  -0.25
C4 3.56 3.08 5.08  -0.78
I1 4.05 4.08 6.95  1.02
C5 4.45 3.64 3.95  -0.19
C6 3.65 4.12 2.73  -0.15
C7 2.52 3.17 2.38  -0.27
P1 1.68 3.63 0.80  0.44
O1 1.77 5.07 0.62  -0.22
O2 0.20 3.03 0.91  -0.09
O3 2.23 2.65 -0.30  -0.07
N2 1.53 3.13 3.52  0.09
C8 2.11 3.50 4.89  -0.18
H1 0.77 0.39 5.15  0.06
H2 1.83 -0.72 5.75  0.08
H3 2.58 -1.02 3.34  0.10
H4 1.84 0.51 3.07  0.08
H5 4.37 -0.26 4.56  0.12
H6 4.19 0.96 3.35  0.08
H7 3.00 1.30 6.14  0.10
H8 4.71 1.48 5.87  0.09
H9 5.16 2.86 3.65  0.09
H10 5.04 4.47 4.31  0.09
H11 3.25 5.12 2.88  0.13
H12 4.31 4.19 1.87  0.13
H13 2.91 2.16 2.29  0.11
H14 -0.41 3.63 1.34  0.10
H15 3.17 2.72 -0.48  0.11
H16 0.79 3.82 3.35  0.17
H17 1.08 2.22 3.54  0.15
H18 2.01 4.59 4.95  0.11
H19 1.45 3.06 5.64  0.13
C9 -5.40 2.03 -2.17  -0.10
C10 -4.71 3.09 -3.02  -0.25
C11 -3.50 2.56 -3.79  -0.22
C12 -2.38 2.00 -2.93  -0.22
C13 -1.81 2.97 -1.90  -0.28
C14 -1.18 4.22 -2.52  -0.10
H20 -4.74 1.63 -1.40  0.06
H21 -6.28 2.43 -1.66  0.07
H22 -5.73 1.20 -2.79  0.06
H23 -4.41 3.93 -2.39  0.10
H24 -5.42 3.49 -3.74  0.08
H25 -3.11 3.35 -4.43  0.10
H26 -3.84 1.77 -4.47  0.09
H27 -1.56 1.67 -3.58  0.11
H28 -2.73 1.10 -2.41  0.10
H29 -1.05 2.46 -1.30  0.08
H30 -2.60 3.27 -1.20  0.10
H31 -0.37 3.94 -3.19  0.08
H32 -0.77 4.88 -1.75  0.06
H33 -1.90 4.80 -3.09  0.07
C15 8.03 -0.13 -0.98  -0.10
C16 7.19 -0.60 0.21  -0.26
C17 6.36 0.51 0.85  -0.24
C18 7.17 1.66 1.45  -0.22
C19 8.18 1.23 2.51  -0.25
C20 7.56 0.44 3.65  -0.10
H34 8.76 0.61 -0.68  0.07
H35 8.57 -0.96 -1.43  0.08
H36 7.39 0.31 -1.75  0.08
H37 7.84 -1.06 0.96  0.10
H38 6.51 -1.39 -0.12  0.09
H39 5.73 0.07 1.63  0.08
H40 5.67 0.91 0.10  0.10
H41 6.46 2.37 1.91  0.08
H42 7.68 2.22 0.66  0.11
H43 8.69 2.12 2.89  0.11
H44 8.96 0.62 2.04  0.11
H45 6.77 1.02 4.15  0.05
H46 8.30 0.18 4.41  0.08
H47 7.11 -0.49 3.30  0.07
C21 2.65 -0.75 0.20  -0.11
C22 3.41 -2.04 -0.07  -0.26
C23 2.55 -3.15 -0.68  -0.22
C24 1.37 -3.59 0.19  -0.22
C25 1.76 -4.05 1.60  -0.26
C26 2.70 -5.25 1.61  -0.10
H48 1.82 -0.90 0.90  0.06
H49 3.32 0.01 0.62  0.04
H50 2.22 -0.35 -0.73  0.08
H51 3.86 -2.40 0.86  0.10
H52 4.24 -1.82 -0.74  0.10
H53 3.19 -4.00 -0.91  0.11
H54 2.16 -2.81 -1.65  0.11
H55 0.85 -4.40 -0.32  0.11
H56 0.65 -2.78 0.27  0.10
H57 0.84 -4.30 2.14  0.11
H58 2.22 -3.22 2.15  0.08
H59 2.25 -6.10 1.10  0.08
H60 2.92 -5.56 2.64  0.05
H61 3.65 -5.03 1.13  0.07
C27 3.61 -8.61 3.93  -0.11
C28 2.34 -8.20 4.68  -0.27
C29 2.53 -6.98 5.58  -0.23
C30 3.56 -7.16 6.69  -0.23
C31 3.30 -8.33 7.63  -0.27
C32 1.97 -8.23 8.38  -0.11
H62 4.41 -8.89 4.62  0.07
H63 3.43 -9.46 3.28  0.07
H64 3.98 -7.78 3.31  0.06
H65 1.98 -9.04 5.27  0.10
H66 1.56 -7.98 3.95  0.10
H67 1.57 -6.71 6.01  0.10
H68 2.83 -6.13 4.96  0.09
H69 3.60 -6.24 7.28  0.11
H70 4.56 -7.27 6.26  0.10
H71 4.12 -8.39 8.35  0.11
H72 3.33 -9.27 7.07  0.10
H73 1.93 -7.31 8.97  0.07
H74 1.84 -9.07 9.06  0.07
H75 1.12 -8.23 7.69  0.06
C33 -9.35 7.38 -4.01  -0.11
C34 -8.51 7.48 -5.28  -0.27
C35 -8.91 6.47 -6.35  -0.23
C36 -8.78 5.00 -5.94  -0.23
C37 -7.38 4.59 -5.48  -0.28
C38 -6.31 4.76 -6.55  -0.10
H76 -9.24 6.40 -3.53  0.06
H77 -9.05 8.13 -3.28  0.07
H78 -10.41 7.52 -4.23  0.08
H79 -7.45 7.35 -5.02  0.10
H80 -8.60 8.49 -5.69  0.10
H81 -8.31 6.66 -7.25  0.10
H82 -9.95 6.66 -6.64  0.11
H83 -9.07 4.38 -6.79  0.11
H84 -9.49 4.78 -5.15  0.10
H85 -7.41 3.55 -5.17  0.10
H86 -7.10 5.16 -4.59  0.09
H87 -6.55 4.18 -7.44  0.08
H88 -5.33 4.43 -6.19  0.06
H89 -6.20 5.80 -6.86  0.07
C39 -8.18 -3.26 -5.79  -0.11
C40 -6.85 -3.34 -6.52  -0.27
C41 -5.64 -3.45 -5.58  -0.23
C42 -5.47 -2.26 -4.63  -0.23
C43 -5.35 -0.90 -5.32  -0.27
C44 -4.15 -0.78 -6.25  -0.11
H90 -8.25 -2.37 -5.17  0.06
H91 -9.01 -3.22 -6.50  0.07
H92 -8.33 -4.13 -5.15  0.08
H93 -6.73 -2.47 -7.18  0.10
H94 -6.85 -4.21 -7.18  0.11
H95 -4.74 -3.57 -6.18  0.10
H96 -5.74 -4.36 -4.99  0.11
H97 -4.57 -2.43 -4.03  0.11
H98 -6.30 -2.23 -3.93  0.10
H99 -5.28 -0.13 -4.55  0.07
H100 -6.27 -0.68 -5.88  0.10
H101 -3.22 -0.97 -5.70  0.07
H102 -4.08 0.21 -6.69  0.07
H103 -4.20 -1.50 -7.07  0.07

Values from the calculation:
Gap between HOMO and LUMO   0.3165 hartree
LUMO energy   -3.3540 eV
E_HOMO   -11.966 eV
Total charge   +1
Strongest force on any atom   0.66 eV/A